P.
DFT (wB97M-V/def2-TZVPD) results for the ion C3H7O2 with charge -1.

Last columns: bonded neighbours and bond lengths (Å).
CARTESIAN COORDINATES (ANGSTROEM)
1 C 0.7665 0.7289 -1.6337  O2 1.427, H6 1.090, H7 1.152, H8 1.124
2 O -0.3890 0.1236 -1.0555  C1 1.427, C3 1.748
3 C 0.1318 -0.2739 0.5655  O2 1.748, C4 1.561, O5 1.220, H9 1.081
4 C -1.1153 -1.0377 1.1109  C3 1.561, H10 1.152, H11 1.022, H12 1.126
5 O 0.5967 0.6043 1.2740  C3 1.220
6 H 1.6307 0.0662 -1.5812  C1 1.090
7 H 0.5150 0.7552 -2.7577  C1 1.152
8 H 1.2791 1.6641 -1.2782  C1 1.124
9 H 0.7672 -1.1134 0.3218  C3 1.081
10 H -1.4842 -1.7242 0.2626  C4 1.152
11 H -1.8127 -0.2995 1.0001  C4 1.022
12 H -1.2545 -1.6747 2.0285  C4 1.126

Computed properties:
Kohn-Sham gap ... 7.62 eV
Charge ... -1
SMILES ... CO[C@H](C)[O-]
HOMO level ... -3.033 eV

=====

Q.
DFT (wB97M-V/def2-TZVPD) results for the ion C3H7O2 with charge -1.

Last columns: bonded neighbours and bond lengths (Å).
CARTESIAN COORDINATES (ANGSTROEM)
1 O 0.0728 2.6269 0.4553  C2 1.324
2 C 0.4971 1.4571 0.0041  O1 1.324, C3 1.579, H6 1.131, H7 1.130
3 C -0.5147 0.2476 0.0860  C2 1.579, C4 1.510, H8 1.084, H9 1.092
4 C 0.2316 -1.0631 0.0166  C3 1.510, O5 1.437, H10 1.087, H11 1.101
5 O -0.5266 -2.2146 -0.3882  C4 1.437, H12 0.967
6 H 0.7467 1.4499 -1.0988  C2 1.131
7 H 1.4508 1.0738 0.4736  C2 1.130
8 H -1.2359 0.4686 -0.6928  C3 1.084
9 H -1.0750 0.2283 1.0233  C3 1.092
10 H 0.7267 -1.2658 0.9624  C4 1.087
11 H 1.0722 -0.9789 -0.6901  C4 1.101
12 H -1.4457 -2.0297 -0.1515  O5 0.967

Computed properties:
Kohn-Sham gap ... 6.10 eV
Charge ... -1
SMILES ... [O-]CCCO
HOMO level ... -2.262 eV

=====

R.
DFT (wB97M-V/def2-TZVPD) results for a cluster of 3 separate species, C3H7O2 in total.

Last columns: bonded neighbours and bond lengths (Å).
CARTESIAN COORDINATES (ANGSTROEM)
1 C 0.5372 2.1032 0.4154  O2 1.203, H3 1.100, H4 1.102
2 O 1.6657 2.5037 0.5316  C1 1.203
3 H 0.0233 1.8350 -0.5191  C1 1.100
4 H -0.1164 1.9864 1.2950  C1 1.102
5 H -1.3700 -4.5643 -2.8855  H12 0.737
6 C -0.2142 -1.8327 -1.0168  C7 1.383, H9 1.091, H10 1.084
7 C -0.7112 -1.4277 0.2089  C6 1.383, O8 1.268, H11 1.103
8 O -0.7421 -0.2487 0.6741  C7 1.268
9 H -0.5438 -2.7967 -1.4064  C6 1.091
10 H 0.2296 -1.2624 -1.8243  C6 1.084
11 H -1.1065 -2.2386 0.8438  C7 1.103
12 H -2.0865 -4.4509 -3.0175  H5 0.737

Computed properties:
Kohn-Sham gap ... 6.58 eV
Charge ... -1
HOMO level ... -2.384 eV

=====

Relative to the most stable one, in hartree, the structures come out at P 0.0287; Q 0.0000; R 0.0346.

=====

P.
DFT (wB97M-V/def2-TZVPD) results for a cluster of 2 separate species, C3H7O2 in total.

Last columns: bonded neighbours and bond lengths (Å).
CARTESIAN COORDINATES (ANGSTROEM)
1 C 1.8987 1.2766 -0.0042  O2 1.391, H3 1.099, H4 1.117, H5 1.120
2 O 1.1398 0.5146 0.8776  C1 1.391, H10 1.000
3 H 2.8211 1.6396 0.4714  C1 1.099
4 H 2.2739 0.6869 -0.8758  C1 1.117
5 H 1.3303 2.1827 -0.3371  C1 1.120
6 O -1.0315 -2.2119 -1.1511  C7 1.261
7 C -1.4268 -1.7318 -0.0538  O6 1.261, C8 1.442, H9 1.128
8 C -1.6851 -0.3178 0.0572  C7 1.442, H11 1.053, H12 1.104
9 H -1.4700 -2.4537 0.8116  C7 1.128
10 H 0.2802 0.2257 0.4568  O2 1.000
11 H -2.5620 -0.1078 0.6001  C8 1.053
12 H -1.5685 0.2970 -0.8528  C8 1.104

Computed properties:
Kohn-Sham gap ... 6.51 eV
Charge ... -1
HOMO level ... -2.408 eV

=====

Q.
DFT (wB97M-V/def2-TZVPD) results for a cluster of 3 separate species, C3H7O2 in total.

Last columns: bonded neighbours and bond lengths (Å).
CARTESIAN COORDINATES (ANGSTROEM)
1 C -0.7129 -2.8204 1.9878  O2 1.211, H3 1.087, H4 1.091
2 O -1.5424 -3.6611 1.7202  C1 1.211
3 H -0.9792 -2.0248 2.6783  C1 1.087
4 H 0.2222 -2.7161 1.4351  C1 1.091
5 H -0.4693 4.9105 -3.4637  H12 0.741
6 C 0.3986 0.3140 -0.8600  C7 1.372, H9 1.075, H10 1.071
7 C 1.0271 -0.0028 0.3173  C6 1.372, O8 1.271, H11 1.117
8 O 0.5613 -0.5692 1.3556  C7 1.271
9 H 0.8905 0.8658 -1.6404  C6 1.075
10 H -0.6596 0.1983 -0.9784  C6 1.071
11 H 2.1032 0.2942 0.3448  C7 1.117
12 H -0.8394 5.2117 -2.8966  H5 0.741

Computed properties:
Kohn-Sham gap ... 6.68 eV
Charge ... -1
HOMO level ... -2.472 eV

=====

Relative to the most stable one, in hartree, the structures come out at P 0.0000; Q 0.0298.

=====

P.
DFT (wB97M-V/def2-TZVPD) results for a cluster of 3 separate species, C6H12Cl6 in total.

Last columns: bonded neighbours and bond lengths (Å).
CARTESIAN COORDINATES (ANGSTROEM)
1 Cl -1.6450 -5.6887 4.0056  C2 1.814
2 C -2.4847 -4.4051 4.9732  Cl1 1.814, C3 1.506, H5 1.090, H6 1.090
3 C -3.8055 -4.8773 5.5201  C2 1.506, Cl4 1.789, H7 1.090, H8 1.090
4 Cl -4.9450 -5.4978 4.2884  C3 1.789
5 H -2.7231 -3.6574 4.2168  C2 1.090
6 H -1.8052 -3.9303 5.6809  C2 1.090
7 H -4.3433 -4.0548 5.9916  C3 1.090
8 H -3.6185 -5.5263 6.3756  C3 1.090
9 Cl 2.7742 0.6961 0.6615  C10 1.788
10 C 1.7549 -0.7608 0.4745  Cl9 1.788, C11 1.580, H13 1.090, H14 1.090
11 C 1.9377 -1.4037 -0.9567  C10 1.580, Cl12 1.841, H15 1.090, H16 1.090
12 Cl 1.0804 -0.4967 -2.3103  C11 1.841
13 H 0.7251 -0.4527 0.6558  C10 1.090
14 H 2.0589 -1.5477 1.1648  C10 1.090
15 H 1.4103 -2.3236 -0.7046  C11 1.090
16 H 2.9150 -1.8398 -1.1637  C11 1.090
17 Cl 3.0689 5.6302 -6.0970  C18 1.820
18 C 1.3176 5.6183 -5.6029  Cl17 1.820, C19 1.514, H21 1.090, H22 1.090
19 C 1.2015 5.6777 -4.0946  C18 1.514, Cl20 1.761, H23 1.090, H24 1.090
20 Cl 1.5851 7.2990 -3.5244  C19 1.761
21 H 0.7495 4.7482 -5.9321  C18 1.090
22 H 0.7534 6.3551 -6.1746  C18 1.090
23 H 1.8672 4.9297 -3.6641  C19 1.090
24 H 0.1705 5.5088 -3.7836  C19 1.090

Computed properties:
Kohn-Sham gap ... 11.13 eV
SMILES ... ClCCCl.ClCCCl.ClCCCl
HOMO level ... -10.687 eV

=====

Q.
DFT (wB97M-V/def2-TZVPD) results for a cluster of 3 separate species, C6H12Cl6 in total.

Last columns: bonded neighbours and bond lengths (Å).
CARTESIAN COORDINATES (ANGSTROEM)
1 Cl 0.0676 2.1940 -2.3039  C2 1.774
2 C -0.1766 1.4713 -0.7021  Cl1 1.774, C3 1.518, H5 1.092, H6 1.084
3 C 1.1139 0.9833 -0.0691  C2 1.518, Cl4 1.818, H7 1.085, H8 1.086
4 Cl 1.8973 2.3288 0.8702  C3 1.818
5 H -0.7934 0.5856 -0.8682  C2 1.092
6 H -0.6912 2.1455 -0.0271  C2 1.084
7 H 1.8555 0.6555 -0.7900  C3 1.085
8 H 0.9344 0.1932 0.6537  C3 1.086
9 Cl -2.6097 -1.0182 -2.8374  C10 1.792
10 C -3.3977 0.5903 -2.8801  Cl9 1.792, C11 1.511, H13 1.089, H14 1.088
11 C -4.6557 0.6282 -2.0443  C10 1.511, Cl12 1.787, H15 1.088, H16 1.093
12 Cl -4.3991 1.5567 -0.5392  C11 1.787
13 H -3.5497 0.8349 -3.9300  C10 1.089
14 H -2.6916 1.3438 -2.5367  C10 1.088
15 H -5.0853 -0.3541 -1.8591  C11 1.088
16 H -5.4707 1.1400 -2.5620  C11 1.093
17 Cl 2.0225 -2.3914 4.3522  C18 1.766
18 C 3.3802 -1.6296 3.5196  Cl17 1.766, C19 1.504, H21 1.086, H22 1.087
19 C 3.5036 -2.1144 2.1014  C18 1.504, Cl20 1.797, H23 1.090, H24 1.089
20 Cl 5.1358 -1.8082 1.4143  C19 1.797
21 H 4.2583 -1.9080 4.0951  C18 1.086
22 H 3.2228 -0.5542 3.5203  C18 1.087
23 H 2.7519 -1.6832 1.4406  C19 1.090
24 H 3.3769 -3.1898 1.9820  C19 1.089

Computed properties:
Kohn-Sham gap ... 11.37 eV
SMILES ... ClCCCl.ClCCCl.ClCCCl
HOMO level ... -10.849 eV

=====

Relative to the most stable one, in hartree, the structures come out at P 0.0299; Q 0.0000.